[1]
17
Properties=species:S:1:pos:R:3:lowdin_charge:R:1 method="wB97M-V/def2-TZVPD" charge=0 smiles="C=C1C[C@@H]1CCS" gap_ev=9.81
C -0.062 -1.015 -1.025 -0.289
C -0.508 0.567 2.185 0.030
H -2.695 1.272 -1.608 -0.183
H -1.653 0.463 2.249 0.070
H 1.960 0.159 0.088 0.116
H 0.680 -1.352 -1.742 0.106
H -0.156 0.634 -2.428 0.097
H -0.178 1.404 2.751 0.043
C 0.324 -1.260 0.395 -0.262
H 0.390 1.001 -0.829 0.052
H -0.990 -1.583 -1.244 0.093
H 2.212 -0.924 1.479 0.073
C -0.424 0.473 -1.348 -0.467
S -2.120 0.722 -0.561 0.733
C 1.548 -0.523 0.834 -0.057
C 0.237 -0.141 1.339 -0.302
H 0.084 -2.308 0.613 0.149

---

[2]
34
Properties=species:S:1:pos:R:3:lowdin_charge:R:1 method="wB97M-V/def2-TZVPD" charge=0 smiles="C[C@H](N)C(=O)N[C@@H](CCCCN)C(=O)O" gap_ev=9.98
H 1.546 -1.124 1.097 0.096
H 4.349 1.821 -1.009 0.068
H -4.441 1.057 -0.436 0.103
C -0.713 -1.090 1.538 -0.440
H -2.538 -0.956 0.923 0.012
C 4.043 0.601 1.314 -0.085
H -0.181 0.245 -1.581 0.096
H -3.367 1.710 -2.341 0.057
H 0.080 0.807 1.178 0.167
C -1.950 1.182 -0.715 -0.124
H -2.509 1.045 0.269 0.091
N -3.917 -0.864 -0.323 -0.044
H 5.177 0.667 1.554 0.100
H 3.682 1.639 1.653 0.094
C -0.829 0.077 -0.756 -0.158
H 4.130 0.610 -2.067 0.130
H -4.719 -0.846 0.447 0.163
C -0.095 -0.066 0.546 -0.180
C -3.025 0.843 -1.967 -0.127
H -3.734 -1.748 -0.817 0.105
N 4.460 0.824 -1.053 0.013
H -1.654 2.346 -0.582 0.151
N 1.321 -0.533 0.346 0.121
H -5.038 0.044 -1.741 0.118
H -1.402 -0.799 -0.976 0.097
C 3.677 0.137 -0.114 -0.441
O -0.046 -1.882 2.198 0.080
H 4.035 -0.949 -0.149 0.165
H -2.684 0.143 -2.726 0.114
C -4.133 0.311 -1.138 -0.356
O 1.786 1.193 -1.138 -0.006
O -2.021 -1.261 1.657 0.118
H 3.538 -0.077 2.111 0.092
C 2.182 0.335 -0.264 -0.392

---

[3]
17
Properties=species:S:1:pos:R:3:lowdin_charge:R:1 method="wB97M-V/def2-TZVPD" charge=0 smiles=CCCC.O gap_ev=12.23
H -0.500 0.751 -1.469 -0.027
H -0.138 -0.581 -0.975 0.075
H 2.169 -1.767 -0.685 0.073
H -1.967 0.660 -0.102 0.065
H 2.166 0.020 -0.554 0.078
C -1.601 0.569 0.935 -0.125
C 1.845 -0.915 -0.065 -0.122
O -0.448 1.438 -2.172 -0.084
C -0.119 0.224 1.052 -0.276
C 0.333 -0.851 -0.010 -0.281
H 0.106 -0.089 2.090 0.112
H -1.809 1.513 1.466 0.077
H 2.342 -0.986 0.918 0.080
H 0.474 1.134 0.839 0.108
H -0.613 0.949 -3.010 0.059
H -2.154 -0.245 1.433 0.075
H -0.087 -1.824 0.309 0.113

---

[4]
8
Properties=species:S:1:pos:R:3:lowdin_charge:R:1 method="wB97M-V/def2-TZVPD" charge=0 gap_ev="8.44 / 8.45"
H 0.418 -1.088 -0.818 -0.032
C -0.322 -0.359 -0.423 0.004
H 1.300 0.980 1.614 0.067
F 1.564 2.087 -0.167 -0.132
H -0.839 -0.304 0.613 0.034
I 3.328 -0.250 -0.071 0.715
C 1.620 0.919 0.504 -0.693
H -0.483 0.498 -1.209 0.036

---

[5]
96
Properties=species:S:1:pos:R:3:lowdin_charge:R:1 method="wB97M-V/def2-TZVPD" charge=+1 gap_ev=5.48
H -4.472 0.441 3.721 0.144
H -3.761 -6.388 -4.472 0.121
H -1.672 -3.063 2.670 0.093
H 5.442 1.244 2.395 0.084
P 1.290 -0.527 0.025 0.208
H 3.559 -5.498 0.741 0.078
S -1.587 2.045 -2.861 0.469
C 2.941 -5.487 1.636 -0.678
F -5.460 -2.931 -1.064 -0.029
H 3.663 3.172 -1.497 0.109
C -1.258 -4.542 -4.362 0.069
C 1.833 4.812 0.954 -0.080
F -0.384 -0.225 0.222 -0.257
F -2.348 -2.000 -0.607 -0.254
H 6.875 1.638 1.342 0.082
F 2.860 -0.783 -0.105 -0.108
H 1.836 4.557 2.010 0.127
Hf -2.704 0.164 -0.082 2.204
O -3.091 -5.855 -4.925 0.110
F 1.225 0.253 -1.362 -0.109
O -4.248 0.627 1.667 -0.337
C -1.061 -5.903 -1.861 0.068
H 3.708 7.471 0.152 0.123
C -5.321 1.600 1.639 -0.016
F 0.891 -1.885 -0.726 -0.123
H -1.393 -4.039 -5.310 0.143
H 2.265 2.504 -0.713 0.085
H -0.974 -6.246 -0.836 0.137
H 2.134 4.132 -1.514 0.120
C -0.175 -4.945 -2.159 -0.231
C -4.354 -0.185 2.835 -0.150
Cl 1.089 -4.153 3.160 0.608
H 1.057 4.194 0.514 0.092
C 3.837 3.305 1.272 -0.146
C -2.118 -6.313 -2.781 -0.328
C -0.208 -4.141 -3.435 -0.329
O -0.266 2.530 -2.787 -0.210
P -1.379 2.739 1.429 0.178
C -2.134 -5.504 -4.058 -0.240
F -3.941 -1.280 -1.827 -0.194
N -1.958 0.671 -2.078 -0.390
N 3.071 4.194 0.306 -0.246
O 0.605 -3.287 -3.705 0.116
O -2.344 2.209 -4.046 -0.191
H 3.043 -3.339 2.070 0.075
H 6.174 2.852 2.404 0.078
H 4.568 5.175 -0.892 0.132
F -1.355 4.258 0.988 -0.077
H -5.146 2.430 0.960 0.102
C -3.124 -1.075 3.041 -0.137
H 1.202 -3.759 -1.598 0.097
F -3.567 -3.775 0.117 -0.023
H 5.566 3.178 -0.003 0.113
H -0.587 -1.663 2.615 0.084
P -3.960 -2.613 -0.827 0.221
C 1.878 6.318 0.664 -0.122
F -2.731 2.419 0.486 -0.235
F -2.360 2.996 -1.823 -0.197
F -2.391 3.123 2.594 -0.084
C 3.127 6.612 -0.167 -0.118
C 5.016 2.547 0.700 -0.232
F 1.261 -1.340 1.406 -0.136
S -1.381 -0.277 -3.454 0.552
C 3.985 5.355 0.010 -0.116
H -0.982 -2.578 1.112 0.077
H 3.090 2.648 1.725 0.129
H -5.249 -0.811 2.811 0.142
O -0.126 0.022 -4.023 -0.161
H 4.717 5.449 0.808 0.134
O -2.896 -7.214 -2.587 0.130
H -3.492 -1.995 3.486 0.150
H -6.316 1.176 1.521 0.115
F -1.047 -1.499 -2.520 -0.179
C 5.944 1.984 1.779 -0.066
H 0.970 6.589 0.127 0.119
H 2.100 -6.141 1.398 0.072
H 1.783 6.769 1.650 0.120
H -2.472 -0.474 3.677 0.143
F -0.101 2.862 2.337 -0.068
H 1.862 -3.746 0.973 0.039
Cl 3.914 -6.055 2.998 0.566
F -0.483 2.305 0.183 -0.136
O -2.438 -0.817 -4.219 -0.187
O -2.420 -1.253 1.815 -0.345
F -3.507 -3.433 -2.090 -0.053
C 2.320 -4.134 1.884 -0.674
H 4.575 1.751 0.091 0.109
H 4.122 3.964 2.097 0.132
O 0.710 -4.523 -1.257 0.080
F 1.563 0.849 0.813 -0.135
F -4.375 -1.506 0.304 -0.170
C -1.341 -2.221 2.068 -0.060
F -1.554 1.126 1.762 -0.192
H 2.839 6.676 -1.214 0.118
H -5.258 2.040 2.637 0.107
C 2.762 3.441 -0.956 0.042

---

[6]
51
Properties=species:S:1:pos:R:3:lowdin_charge:R:1 method="wB97M-V/def2-TZVPD" charge=0 smiles="COc1ccc2c(c1)[C@@H]1NC(=S)N[C@](C)(O2)[C@H]1C(=O)Nc1ccc(C)cc1C" gap_ev=8.33
S -1.601 4.123 1.022 0.597
O 1.190 1.131 1.034 0.109
H -7.401 -2.447 0.085 0.095
O -2.164 0.576 -1.939 0.033
N -1.546 1.524 1.328 0.062
H 3.580 -0.331 -2.256 0.110
C -4.378 -0.168 -1.637 0.015
C -0.504 0.008 -0.268 -0.077
C 5.195 -0.443 1.211 0.001
C 3.812 -0.540 1.119 -0.193
H 1.011 1.464 -2.188 0.095
H 7.774 0.873 0.288 0.085
H -3.761 -0.883 2.083 0.130
H 5.651 -0.487 2.190 0.118
H 2.472 0.189 2.603 0.076
C -5.398 -0.676 -0.855 -0.012
C -2.900 -0.172 0.257 -0.097
H 2.229 -1.502 2.183 0.085
H 0.190 0.087 -2.967 0.093
C -0.930 1.004 -1.366 -0.456
C 6.009 -0.305 0.096 -0.276
C 4.040 -0.359 -1.278 -0.018
H 1.547 -1.095 -1.145 0.142
C 0.919 0.277 0.224 -0.431
H 6.024 -0.185 -2.044 0.111
H -1.318 -0.500 1.690 0.167
H 8.006 -0.625 -0.611 0.076
N 1.833 -0.557 -0.340 0.135
H -1.774 1.726 2.286 0.136
H -7.968 -2.063 1.729 0.093
H -7.880 -0.776 0.501 0.096
H -0.348 1.731 -3.295 0.096
C 2.987 -0.738 2.349 -0.036
C 3.236 -0.471 -0.150 -0.193
H -0.579 -1.004 -0.679 0.170
C 7.494 -0.180 0.240 -0.051
C 0.057 1.074 -2.530 0.027
H -4.538 0.036 -2.684 0.122
C -3.128 0.094 -1.093 -0.202
C -7.405 -1.689 0.875 -0.091
H 3.614 -1.033 3.187 0.079
C -1.398 2.574 0.504 -0.909
H -6.357 -0.862 -1.311 0.104
N -1.064 2.311 -0.785 0.105
C -1.547 0.160 0.848 -0.182
H 7.839 -0.662 1.152 0.076
C -3.923 -0.678 1.036 0.059
C -5.181 -0.936 0.495 -0.272
C 5.413 -0.276 -1.158 -0.048
H -1.025 3.113 -1.395 0.132
O -6.107 -1.437 1.357 -0.086

---

[7]
89
Properties=species:S:1:pos:R:3:lowdin_charge:R:1 method="wB97M-V/def2-TZVPD" charge=-1 gap_ev=3.89
C -4.283 0.214 2.619 -0.062
C -3.156 -0.229 3.564 -0.522
H -3.651 -2.346 3.473 0.091
H 2.426 -0.151 -6.857 0.083
C 1.787 -0.473 5.362 -0.044
C 0.624 -1.015 3.222 -0.160
H 1.221 2.105 -5.099 0.098
H -4.061 1.168 2.139 0.087
H 5.644 -0.936 -2.814 0.077
H 1.977 -3.215 5.523 0.083
H -4.410 0.977 0.067 0.040
H -5.025 2.114 -1.147 0.025
H -2.892 -1.873 5.001 0.073
H 3.413 -0.717 3.180 0.083
H 0.272 -2.786 5.321 0.076
C -3.025 0.862 4.641 -0.043
C 0.904 -0.769 1.926 0.048
H -5.071 -1.558 -2.529 0.148
H 6.767 -0.686 -1.469 0.083
O -2.426 0.016 0.661 -0.104
C 5.710 -0.805 -1.730 -0.048
C 0.633 -1.319 -5.274 -0.041
C -4.647 -0.724 -1.959 -0.288
H -0.296 1.267 -4.782 0.049
As -2.321 4.175 -1.625 -0.489
H 4.577 1.441 0.644 0.093
C 5.427 1.679 -1.959 -0.042
C 4.905 0.416 -1.254 -0.558
S -1.398 3.013 0.064 0.055
H -0.322 -1.322 -4.751 0.078
C -1.514 -0.230 1.482 -0.257
H 5.356 1.598 -3.047 0.077
C 2.718 -0.087 -5.807 -0.076
C 3.055 0.081 -2.987 0.049
C -6.973 -0.189 -1.783 -0.042
H 2.564 -0.783 6.067 0.083
C 3.041 -1.667 3.577 -0.069
H 4.852 2.557 -1.651 0.098
C -5.251 1.217 -0.577 -0.029
H -5.192 0.333 3.216 0.087
C -0.727 -0.797 3.673 0.032
O -3.416 -0.627 -1.867 -0.059
H 1.888 -0.961 1.534 0.086
S -0.967 5.602 -2.366 -0.206
H -2.311 0.588 5.423 0.074
H 0.432 1.191 -6.398 0.087
H 0.441 -1.359 -6.350 0.082
H 0.851 -0.371 5.918 0.077
C 3.432 0.209 -1.595 -0.155
N 0.030 -0.044 -0.259 0.099
H 5.337 -1.718 -1.257 0.089
C -0.121 -0.322 1.030 -0.153
H 1.134 -3.601 4.009 0.091
H 4.809 -0.315 0.801 0.079
H -7.119 -0.192 -2.862 0.090
H 1.189 -2.222 -4.994 0.088
H -7.328 -1.135 -1.373 0.087
H 3.754 -2.021 4.326 0.084
H 2.051 0.512 4.966 0.095
In -1.810 0.946 -1.268 0.302
H 6.186 0.736 0.448 0.085
C 1.450 -0.057 -4.948 -0.533
C 5.123 0.578 0.251 -0.068
C 0.648 1.202 -5.323 -0.027
H 3.314 0.822 -5.686 0.086
H -4.476 -0.520 1.836 0.084
C 0.715 -0.025 -2.471 -0.251
C 1.666 -1.500 4.224 -0.560
C 1.090 0.013 -1.052 -0.153
C -1.778 -0.427 2.896 -0.057
H -0.926 -0.960 4.729 0.101
C 1.233 -2.856 4.804 -0.047
C 2.462 0.163 -0.661 0.043
H 6.479 1.846 -1.703 0.083
H -7.576 0.612 -1.369 0.086
C 1.785 -0.019 -3.456 -0.068
C -3.587 -1.550 4.220 -0.051
H -3.996 1.034 5.116 0.085
H -2.693 1.801 4.190 0.099
H 3.019 -2.399 2.764 0.090
O -0.494 -0.095 -2.794 -0.069
H 3.347 -0.955 -5.580 0.085
N -5.576 0.063 -1.433 -0.139
S -4.243 4.879 -1.074 -0.194
H -4.574 -1.430 4.679 0.083
S -2.545 2.447 -3.069 0.068
H -6.107 1.426 0.062 0.096
H 2.691 0.342 0.376 0.093
H 3.857 0.114 -3.713 0.092

---

[8]
11
Properties=species:S:1:pos:R:3:lowdin_charge:R:1 method="wB97M-V/def2-TZVPD" charge=0 smiles=c1nnconco1 gap_ev=11.24
C -0.412 -1.352 -0.732 -0.177
H 2.225 1.311 0.593 0.184
H -1.329 2.012 0.715 0.158
N 1.666 -0.293 -0.494 0.083
O 0.036 1.231 -0.222 -0.081
N 0.614 -0.938 -1.330 0.092
O -0.754 -1.331 0.694 -0.091
C 1.320 0.809 -0.053 -0.279
N -1.494 -0.135 1.109 0.113
C -1.000 0.949 0.803 -0.123
H -0.873 -2.262 -1.082 0.121

---

[9]
30
Properties=species:S:1:pos:R:3:lowdin_spin:R:1 method="wB97M-V/def2-TZVPD" multiplicity=6 charge=-1 gap_ev="5.16 / 5.17"
C 0.023 2.750 0.949 -0.008
C -0.293 -2.048 -1.438 -0.007
C 2.083 -2.334 3.440 0.000
O 1.866 -4.350 0.461 0.000
H -1.865 1.753 1.456 0.000
C -1.258 0.005 -1.963 -0.004
C -1.308 2.342 0.711 -0.022
C -1.529 -1.300 -1.366 -0.005
C 1.273 -1.623 2.390 0.001
H 2.991 -1.734 3.684 0.000
H 1.477 -2.496 4.364 0.000
H -2.471 -1.626 -0.928 0.001
H 3.549 -3.766 2.674 0.000
H 0.594 0.836 -2.912 0.000
C 0.708 -1.217 -2.022 -0.007
H -0.167 -3.060 -1.125 0.000
H -1.998 0.798 -2.102 0.001
H 1.702 -1.505 -2.249 0.000
C 2.450 -3.639 2.705 0.000
H 0.414 3.660 0.309 -0.002
Sm -0.125 -0.104 0.438 5.139
O 0.563 -0.531 2.643 -0.007
H 0.500 2.645 1.932 -0.001
H 2.025 -4.505 3.259 0.000
H -1.736 2.423 -0.308 0.000
N 1.282 -2.238 1.196 -0.004
C 0.119 0.038 -2.347 -0.008
H 2.114 2.312 0.583 -0.001
C 1.871 -3.483 1.309 0.000
N 1.137 1.730 0.498 -0.064

---

[10]
29
Properties=species:S:1:pos:R:3:lowdin_charge:R:1 method="wB97M-V/def2-TZVPD" charge=0 smiles="Cc1ccsc1/C=N/NC(=O)c1sccc1C" gap_ev=8.02
N 1.285 0.359 1.103 0.034
N 0.164 -0.181 0.633 -0.059
H -2.287 -2.023 3.693 0.084
H -0.075 1.703 -3.961 0.063
H 1.601 0.146 2.054 0.163
H -3.111 -3.543 3.331 0.077
C -0.525 -0.966 1.368 -0.145
C -3.680 -2.287 -0.408 -0.401
C 2.395 2.405 -1.812 -0.295
S 0.273 0.930 -1.687 1.036
C 0.600 1.788 -3.132 -0.385
H -0.212 -1.210 2.390 0.130
C 1.714 1.568 -0.949 -0.368
H 2.120 3.128 -3.863 0.111
H -1.367 -3.402 3.092 0.084
C 2.103 1.222 0.406 -0.462
C 3.663 3.129 -1.517 -0.029
H 3.481 4.204 -1.519 0.089
H 4.056 2.840 -0.549 0.063
C -2.316 -2.873 3.013 -0.046
C -2.558 -2.422 1.609 -0.324
O 3.100 1.635 0.977 0.054
C 1.742 2.520 -3.060 -0.146
H -4.408 -2.434 -1.181 0.062
S -2.332 -1.267 -0.697 1.033
C -3.669 -2.826 0.841 -0.150
H -4.430 -3.491 1.209 0.109
H 4.401 2.914 -2.289 0.086
C -1.731 -1.567 0.907 -0.469

---

[11]
27
Properties=species:S:1:pos:R:3:lowdin_charge:R:1 method="wB97M-V/def2-TZVPD" charge=+2 gap_ev="6.10 / 6.12"
H 2.495 0.378 -0.697 0.136
H -0.344 1.053 2.679 0.175
H 1.428 -1.696 -1.642 0.090
H 1.737 2.619 -1.607 0.086
H 0.933 1.781 -2.933 0.088
C 0.486 0.817 0.879 -0.256
C 1.742 1.716 -2.212 -0.030
H -0.777 0.204 -2.104 0.129
N -0.785 0.327 -1.100 0.208
N -0.515 0.595 1.782 0.047
H 1.728 1.528 2.372 0.118
C 1.623 0.449 -1.350 -0.361
C 0.386 0.524 -0.497 -0.192
H -1.769 -0.829 0.908 0.067
C 1.602 -0.802 -2.236 -0.041
C -1.561 -0.209 1.758 0.004
N -4.041 -2.867 1.922 0.309
Br -2.297 -3.133 4.231 1.142
H 2.238 1.906 0.795 0.115
H 0.853 -0.746 -3.022 0.082
H 2.677 1.682 -2.762 0.098
C -3.352 -2.985 2.861 -0.622
H 2.569 -0.905 -2.720 0.099
H -2.189 -0.247 2.626 0.059
N 1.639 1.353 1.385 0.161
H -1.660 0.603 -0.680 0.122
H -4.847 -3.117 1.364 0.168

---

[12]
10
Properties=species:S:1:pos:R:3:lowdin_charge:R:1 method="wB97M-V/def2-TZVPD" charge=-1 gap_ev=6.98
F 2.207 -0.745 1.604 -0.021
F 1.049 0.508 2.928 -0.024
S -2.225 0.860 -0.969 0.182
S -0.691 -0.905 -2.522 0.613
C 1.459 0.418 1.618 -0.546
O 0.428 -0.843 -1.382 -0.761
N -2.145 -0.623 -1.941 -0.918
H -0.326 0.321 -3.094 -0.054
Mg -0.030 0.476 -0.005 0.560
F 2.419 1.403 1.516 -0.031

---

[13]
39
Properties=species:S:1:pos:R:3:lowdin_charge:R:1 method="wB97M-V/def2-TZVPD" charge=0 gap_ev=7.56
H -0.081 1.953 -1.660 0.061
H -1.771 3.244 -1.187 0.093
H -0.670 -3.138 0.627 0.062
C -0.020 4.536 1.272 -0.046
H 1.844 -5.305 -1.155 0.070
C -0.238 -3.924 0.007 -0.081
C 0.543 -2.112 -1.557 -0.214
Al -0.195 -0.467 -0.681 -0.165
H 1.150 1.116 3.754 0.109
H 0.751 -4.734 -2.416 0.079
N 1.137 -0.292 0.857 0.173
N 0.199 1.525 -0.783 0.138
N 1.451 0.457 3.055 0.178
H -0.468 4.284 -1.820 0.100
C 1.517 -4.427 -1.708 -0.097
C 1.058 0.613 1.759 -0.432
O -3.535 -1.568 -0.450 -0.342
H 0.063 -4.764 0.632 0.074
H -0.749 4.385 2.078 0.102
O -3.435 0.832 0.062 -0.384
C 0.186 2.325 0.233 -0.361
S -1.951 0.054 -2.209 0.500
O -1.500 -0.553 0.474 -0.332
H 2.365 -4.039 -2.269 0.071
C -1.059 4.033 -0.934 -0.020
H 0.994 4.452 1.672 0.095
H -1.014 -4.262 -0.677 0.089
H 1.450 -1.194 1.189 0.102
N -0.217 3.614 0.174 -0.136
H -0.140 5.552 0.900 0.096
H 1.431 -1.774 -2.108 0.057
H 1.745 -3.097 -0.057 0.109
N 0.641 1.887 1.462 0.183
H -1.622 4.915 -0.636 0.094
C 0.952 -3.363 -0.768 -0.519
H 0.479 2.501 2.245 0.131
H -0.156 -2.438 -2.343 0.063
H 1.642 -0.472 3.392 0.118
S -2.777 -0.355 -0.425 0.185

---

In the order shown, the computed electronic energy values come out to -632.69308; -744.26495; -234.82223; -476.00391; -6432.13510; -1602.26355; -5563.53755; -430.64572; -1345.49964; -1445.57564; -3068.05429; -1464.85018; -1855.30772 Eh.